one | 9
Properties=species:S:1:pos:R:3:nbo_charge:R:1 method="wB97M-V/def2-TZVPD" mol_weight_g_mol=89.04 lumo_energy_ha="-0.0058 / -0.0058" homo_ev="-9.33 / -9.33" homo_lumo_gap_ev="9.2 / 9.2"
C -0.957 -1.025 -0.410 -0.13
N -1.503 -1.639 -1.212 -0.29
N 1.731 -0.246 -0.385 -1.01
N -0.758 1.206 0.782 -1.16
P -0.154 -0.320 0.996 1.09
H 1.313 -0.600 -1.248 0.34
H 2.297 -0.991 0.004 0.34
H -0.935 1.756 -0.019 0.41
H -1.034 1.859 1.491 0.41

***

two | 9
Properties=species:S:1:pos:R:3:nbo_charge:R:1 method="wB97M-V/def2-TZVPD" mol_weight_g_mol=89.04 lumo_energy_ha="0.0228 / 0.0228" homo_ev="-8.69 / -8.69" smiles="C1N=NNP1" homo_lumo_gap_ev="9.3 / 9.3"
C 0.630 -0.715 0.641 -0.57
N -0.797 -1.038 0.587 -0.29
N -1.531 -0.307 -0.394 0.04
N -0.820 0.630 -0.940 -0.67
P 0.847 0.861 -0.467 0.65
H 1.090 -0.803 1.689 0.25
H 1.098 -1.624 0.092 0.23
H -1.292 1.097 -1.746 0.42
H 0.773 1.898 0.538 -0.06

***

Name the least stable of them. two.